{"formula": "C37H48N4O5RuSSi", "method": "ωB97M-V/def2-TZVPD", "species": ["Ru", "C", "C", "C", "C", "O", "Si", "S", "O", "C", "C", "C", "C", "O", "C", "C", "C", "C", "H", "H", "H", "H", "H", "H", "H", "H", "H", "H", "H", "H", "H", "H", "H", "H", "H", "H", "H", "H", "H", "H", "H", "H", "H", "H", "H", "O", "N", "O", "C", "C", "C", "C", "C", "C", "N", "C", "C", "N", "C", "C", "C", "C", "H", "H", "H", "H", "H", "H", "H", "C", "C", "C", "C", "N", "C", "C", "H", "H", "H", "H", "H", "H", "H", "C", "C", "C", "C", "C", "C", "C", "H", "H", "H", "H", "H", "H", "H"], "positions_angstrom": [[-0.38, -0.29, -0.48], [2.81, -0.16, 2.27], [1.99, 1.05, 2.75], [2.74, 2.35, 2.45], [1.72, 0.95, 4.25], [0.75, 1.02, 2.02], [-0.56, 1.96, 2.28], [-1.74, 1.20, 0.63], [-1.34, 1.84, 3.67], [-2.21, 1.00, 4.44], [-1.96, 1.34, 5.91], [-1.91, -0.47, 4.16], [-3.65, 1.32, 4.05], [-0.22, 3.50, 2.01], [-0.85, 4.73, 2.41], [-2.35, 4.65, 2.18], [-0.54, 4.96, 3.89], [-0.22, 5.82, 1.54], [3.87, 0.01, 2.45], [2.65, -0.30, 1.20], [2.51, -1.06, 2.79], [3.65, 2.39, 3.04], [2.12, 3.20, 2.70], [3.00, 2.40, 1.39], [2.66, 0.94, 4.80], [1.18, 0.04, 4.48], [1.13, 1.81, 4.57], [-0.93, 1.13, 6.18], [-2.62, 0.76, 6.54], [-2.14, 2.40, 6.08], [-0.89, -0.72, 4.45], [-2.03, -0.65, 3.09], [-2.60, -1.10, 4.71], [-3.89, 2.35, 4.30], [-4.34, 0.67, 4.59], [-3.80, 1.18, 2.98], [-2.79, 3.91, 2.84], [-2.55, 4.36, 1.15], [-2.81, 5.62, 2.37], [-0.89, 4.10, 4.47], [-1.04, 5.86, 4.25], [0.53, 5.07, 4.05], [-0.42, 5.62, 0.50], [0.85, 5.85, 1.69], [-0.64, 6.79, 1.80], [6.62, -0.59, -2.71], [5.98, -1.64, -2.83], [6.46, -2.68, -3.26], [4.62, -1.67, -2.45], [3.96, -2.89, -2.59], [2.61, -3.03, -2.30], [1.87, -4.23, -2.53], [0.54, -4.26, -2.24], [-0.08, -3.12, -1.71], [0.59, -1.99, -1.46], [1.89, -1.93, -1.75], [2.58, -0.68, -1.55], [1.86, 0.32, -1.02], [2.37, 1.55, -0.95], [3.67, 1.81, -1.39], [4.45, 0.79, -1.86], [3.93, -0.52, -1.96], [4.52, -3.73, -2.97], [2.39, -5.07, -2.96], [-0.06, -5.13, -2.43], [-1.15, -3.11, -1.51], [1.73, 2.32, -0.55], [4.05, 2.82, -1.34], [5.47, 0.97, -2.18], [-2.59, -4.57, 3.72], [-2.04, -3.63, 2.71], [-2.88, -2.96, 1.82], [-2.34, -2.03, 0.94], [-1.03, -1.76, 0.91], [-0.21, -2.42, 1.73], [-0.68, -3.35, 2.64], [-3.65, -4.73, 3.58], [-2.42, -4.17, 4.72], [-2.07, -5.53, 3.67], [-3.94, -3.14, 1.81], [-2.97, -1.46, 0.27], [0.84, -2.17, 1.67], [0.02, -3.84, 3.30], [-0.75, 0.61, -2.46], [-2.15, 0.94, -2.45], [-2.59, 2.28, -2.43], [-3.93, 2.58, -2.46], [-4.88, 1.56, -2.49], [-4.47, 0.24, -2.46], [-3.13, -0.08, -2.46], [-0.09, 1.46, -2.65], [-0.51, -0.26, -3.09], [-1.85, 3.07, -2.41], [-4.25, 3.61, -2.48], [-5.93, 1.81, -2.54], [-5.21, -0.55, -2.47], [-2.81, -1.11, -2.48]], "mulliken_spin": [1.367, 0.004, 0.002, 0.000, 0.000, -0.047, 0.036, 0.030, -0.003, 0.004, 0.000, -0.021, 0.000, 0.017, -0.001, -0.003, 0.002, -0.001, 0.000, -0.002, 0.000, 0.000, 0.000, 0.001, 0.000, 0.001, 0.000, 0.000, 0.000, 0.000, 0.000, 0.011, 0.000, 0.000, 0.000, -0.002, 0.002, 0.000, 0.000, 0.000, 0.000, 0.000, 0.000, 0.000, 0.000, 0.000, 0.000, 0.000, -0.005, -0.003, -0.003, -0.002, -0.002, -0.003, 0.002, 0.029, -0.047, 0.000, -0.003, -0.003, -0.005, -0.001, 0.000, 0.000, 0.000, -0.002, 0.005, 0.001, -0.001, -0.001, 0.000, -0.008, 0.015, 0.015, -0.006, 0.001, 0.000, 0.000, 0.000, 0.000, -0.001, 0.000, -0.001, -0.270, 0.030, -0.056, 0.035, -0.076, 0.037, -0.069, 0.007, 0.004, 0.001, 0.000, -0.004, 0.001, -0.007], "charge": 1, "e_above_lowest_kj_mol": 25.72, "s2": 1.0153, "homo_ev": [-10.0, -9.9], "spin_multiplicity": 2, "orbital_gap_ev": [5.791, 5.683], "largest_force_ha_per_bohr": 0.0670}

***

{"formula": "C37H49AsBFN3Sc", "method": "ωB97M-V/def2-TZVPD", "species": ["Sc", "C", "C", "C", "C", "C", "C", "C", "C", "C", "C", "C", "C", "N", "C", "C", "C", "C", "C", "C", "F", "H", "H", "H", "H", "H", "H", "H", "H", "H", "H", "H", "H", "H", "H", "H", "H", "H", "H", "H", "H", "H", "N", "C", "C", "C", "C", "C", "C", "C", "C", "C", "C", "C", "C", "H", "H", "H", "H", "H", "H", "H", "H", "H", "H", "B", "C", "N", "H", "H", "H", "C", "C", "As", "C", "C", "C", "C", "H", "H", "H", "H", "H", "H", "H", "H", "H", "H", "H", "H", "H", "H", "H"], "positions_angstrom": [[-0.15, 0.52, 0.00], [2.96, -0.50, -3.92], [2.06, 0.50, -3.18], [1.34, 1.38, -4.20], [2.86, 1.30, -2.16], [3.71, 2.30, -2.61], [4.49, 3.03, -1.73], [4.41, 2.77, -0.38], [3.58, 1.78, 0.13], [3.63, 1.56, 1.64], [4.40, 0.30, 2.03], [2.29, 1.62, 2.38], [2.79, 1.05, -0.77], [1.85, 0.08, -0.30], [2.23, -1.24, -0.26], [3.46, -1.78, -0.66], [3.69, -3.15, -0.60], [2.73, -4.04, -0.14], [1.51, -3.53, 0.31], [1.33, -2.17, 0.25], [0.13, -1.62, 0.71], [2.38, -1.05, -4.66], [3.41, -1.22, -3.25], [3.75, 0.03, -4.44], [1.30, -0.08, -2.64], [2.04, 1.89, -4.86], [0.71, 2.13, -3.73], [0.70, 0.76, -4.83], [3.78, 2.50, -3.67], [5.14, 3.81, -2.10], [5.02, 3.35, 0.31], [4.21, 2.41, 2.01], [3.86, -0.60, 1.75], [4.56, 0.27, 3.11], [5.38, 0.27, 1.55], [1.70, 0.72, 2.21], [1.71, 2.49, 2.09], [2.47, 1.68, 3.46], [4.23, -1.11, -1.02], [4.65, -3.53, -0.93], [2.91, -5.10, -0.10], [0.73, -4.16, 0.70], [-1.73, 0.62, 1.69], [-1.35, 1.42, 2.83], [-1.35, 0.83, 4.08], [-0.98, 1.56, 5.20], [-0.62, 2.89, 5.06], [-0.61, 3.46, 3.80], [-0.96, 2.75, 2.65], [-0.84, 3.39, 1.31], [-1.24, 4.72, 1.16], [-1.04, 5.39, -0.04], [-0.42, 4.73, -1.09], [-0.04, 3.41, -0.94], [-0.26, 2.69, 0.24], [-2.10, -0.28, 1.98], [-2.48, 1.08, 1.16], [-1.66, -0.21, 4.18], [-0.99, 1.09, 6.18], [-0.33, 3.47, 5.92], [-0.29, 4.49, 3.68], [-1.72, 5.23, 1.99], [-1.37, 6.41, -0.15], [-0.24, 5.25, -2.03], [0.44, 2.92, -1.79], [-3.72, 1.55, -1.09], [-2.40, 0.82, -1.51], [-1.39, 0.26, -1.69], [-4.41, 1.75, -2.06], [-3.36, 2.58, -0.56], [-4.25, 0.80, -0.29], [-5.19, -2.11, -1.73], [-4.86, -2.75, -0.38], [-2.98, -2.44, 0.10], [-2.74, -3.76, 1.56], [-3.76, -4.88, 1.72], [-2.11, -3.38, -1.38], [-2.52, -4.83, -1.65], [-6.26, -2.21, -1.95], [-4.65, -2.60, -2.54], [-4.95, -1.05, -1.74], [-5.08, -3.81, -0.38], [-5.46, -2.29, 0.42], [-2.70, -3.17, 2.49], [-1.73, -4.16, 1.43], [-4.76, -4.48, 1.92], [-3.50, -5.52, 2.56], [-3.83, -5.50, 0.83], [-1.03, -3.32, -1.19], [-2.29, -2.76, -2.26], [-2.23, -5.48, -0.83], [-2.03, -5.20, -2.56], [-3.60, -4.92, -1.80]], "mulliken_charge": [-2.190, -1.709, 1.407, -1.608, 0.970, -0.626, -1.616, -1.286, 0.444, 0.413, -1.525, -0.847, -0.482, 3.132, -0.197, -0.607, -1.059, -0.641, -0.533, -0.088, 0.155, 0.468, 0.347, 0.335, -0.288, 0.373, 0.260, 0.450, 0.357, 0.387, 0.425, 0.630, 0.191, 0.494, 0.332, -0.156, 0.077, 0.605, 0.787, 0.427, 0.437, 0.403, 0.403, 0.855, -0.597, -0.713, -0.917, -0.769, 0.059, 0.527, -0.317, -0.894, -0.857, -0.285, 1.460, -0.034, 0.158, 0.484, 0.412, 0.396, 0.481, 0.530, 0.380, 0.458, 0.002, 0.241, 0.232, -0.262, -0.143, -0.144, -0.019, -1.067, -0.716, 0.422, -0.180, -1.358, -0.485, -1.384, 0.415, 0.264, 0.139, 0.425, 0.418, 0.325, 0.036, 0.306, 0.426, 0.245, 0.363, 0.457, 0.262, 0.431, 0.278], "e_above_lowest_kj_mol": 13.88, "homo_ev": -8.0, "orbital_gap_ev": 8.378, "largest_force_ha_per_bohr": 0.0130}

***

{"formula": "C37H49BClNO13", "method": "ωB97M-V/def2-TZVPD", "species": ["C", "C", "C", "C", "C", "C", "C", "C", "C", "C", "C", "C", "C", "C", "C", "B", "C", "C", "C", "Cl", "N", "C", "O", "H", "H", "H", "H", "H", "H", "H", "H", "H", "H", "H", "H", "H", "H", "H", "H", "H", "H", "H", "H", "H", "H", "H", "H", "H", "H", "H", "H", "H", "H", "H", "H", "H", "H", "H", "H", "H", "C", "C", "C", "O", "C", "C", "C", "O", "O", "O", "H", "H", "H", "H", "C", "C", "C", "O", "C", "C", "C", "O", "O", "O", "H", "H", "H", "H", "C", "C", "C", "O", "C", "C", "C", "O", "O", "O", "H", "H", "H", "H"], "positions_angstrom": [[4.53, -0.93, 1.97], [5.34, -2.30, 2.35], [5.70, -3.28, 1.09], [5.60, -2.58, -0.39], [4.14, -2.97, -1.06], [4.08, -2.75, -2.69], [3.81, -1.20, -3.17], [2.84, -0.32, -2.18], [3.78, 0.76, -1.37], [2.95, 1.98, -0.65], [1.56, 1.42, 0.04], [0.33, 1.87, -0.95], [-1.09, 1.80, -0.08], [-2.00, 0.60, -0.77], [-3.37, 0.37, 0.11], [-4.14, -1.06, -0.22], [-3.67, -2.54, 0.32], [-2.07, -2.87, 0.13], [-1.85, -4.49, 0.25], [-1.09, -2.08, 1.52], [-5.42, -0.98, -1.07], [-5.14, -0.32, -2.26], [-5.00, 0.62, -3.23], [3.78, -1.02, 1.08], [3.91, -0.53, 2.90], [5.30, -0.07, 1.72], [6.32, -2.11, 2.96], [4.61, -2.93, 3.06], [4.90, -4.17, 1.11], [6.74, -3.79, 1.32], [6.41, -3.13, -1.08], [5.85, -1.44, -0.43], [4.02, -4.15, -0.89], [3.26, -2.48, -0.46], [5.16, -3.04, -3.10], [3.34, -3.54, -3.17], [3.25, -1.27, -4.22], [4.81, -0.60, -3.39], [2.12, -0.95, -1.51], [2.14, 0.32, -2.90], [4.52, 0.29, -0.60], [4.46, 1.28, -2.20], [3.65, 2.39, 0.21], [2.77, 2.91, -1.38], [1.58, 0.25, 0.25], [1.43, 1.92, 1.10], [0.27, 1.18, -1.90], [0.49, 3.02, -1.24], [-1.60, 2.87, -0.14], [-0.82, 1.50, 1.03], [-1.31, -0.36, -0.84], [-2.21, 0.91, -1.90], [-4.12, 1.25, -0.18], [-3.13, 0.46, 1.26], [-4.27, -3.34, -0.29], [-3.99, -2.66, 1.47], [-1.66, -2.53, -0.93], [-0.70, -4.74, 0.22], [-2.39, -5.05, -0.63], [-2.25, -4.90, 1.28], [-1.71, 3.37, 3.72], [-1.58, 3.91, 4.93], [-2.50, 4.98, 5.40], [-2.37, 5.44, 6.53], [-3.53, 5.46, 4.47], [-3.66, 4.92, 3.25], [-2.76, 3.83, 2.80], [-2.90, 3.34, 1.68], [-4.62, 5.37, 2.37], [-0.60, 3.48, 5.80], [-1.05, 2.58, 3.37], [-4.18, 6.25, 4.81], [-4.51, 4.83, 1.56], [-0.72, 4.02, 6.62], [-1.71, -9.27, -4.29], [-1.58, -8.74, -3.08], [-2.50, -7.66, -2.61], [-2.37, -7.20, -1.48], [-3.53, -7.18, -3.54], [-3.66, -7.72, -4.76], [-2.76, -8.81, -5.22], [-2.90, -9.30, -6.33], [-4.62, -7.27, -5.64], [-0.60, -9.16, -2.21], [-1.05, -10.06, -4.64], [-4.18, -6.39, -3.20], [-4.51, -7.81, -6.45], [-0.72, -8.62, -1.39], [0.71, 7.35, 2.42], [0.87, 8.66, 2.28], [-0.05, 9.47, 1.45], [0.11, 10.69, 1.35], [-1.15, 8.78, 0.76], [-1.31, 7.46, 0.89], [-0.40, 6.65, 1.75], [-0.59, 5.45, 1.87], [-2.34, 6.80, 0.24], [1.92, 9.32, 2.91], [1.37, 6.74, 3.03], [-1.80, 9.38, 0.14], [-2.24, 5.85, 0.50], [1.82, 10.26, 2.66]], "mulliken_charge": [-0.361, -0.498, -0.561, -0.386, -0.425, -0.727, -0.731, 0.180, -0.265, -0.761, -0.065, -0.526, 0.679, -0.223, -0.237, 0.302, -0.637, 0.266, -0.900, -0.215, -0.438, 0.688, -0.486, -0.161, 0.344, 0.209, 0.260, 0.214, 0.232, 0.302, 0.397, 0.119, 0.395, 0.111, 0.242, 0.290, 0.306, 0.339, -0.001, 0.211, -0.306, 0.381, 0.298, 0.333, -0.051, 0.285, 0.064, 0.297, -0.249, -0.171, -0.204, 0.228, 0.104, 0.072, 0.135, 0.314, 0.303, 0.320, 0.122, 0.278, -0.821, 0.440, 0.776, -0.626, -0.848, 0.347, 0.837, -0.506, -0.624, -0.596, 0.437, 0.436, 0.376, 0.338, -0.858, 0.409, 0.897, -0.613, -0.921, 0.415, 0.835, -0.605, -0.559, -0.566, 0.410, 0.458, 0.349, 0.341, -1.039, 0.470, 0.886, -0.607, -0.698, 0.306, 0.642, -0.274, -0.644, -0.574, 0.470, 0.435, 0.286, 0.347], "smiles": "CCCCCCCCCCCCCCCB(C[C@H](C)Cl)N=C=O.O=C1C=C(O)C(=O)C=C1O.O=C1C=C(O)C(=O)C=C1O.O=C1C=C(O)C(=O)C=C1O", "e_above_lowest_kj_mol": 998.44, "homo_ev": -9.6, "orbital_gap_ev": 7.730, "largest_force_ha_per_bohr": 0.2109}

***

{"formula": "C37H49MoNO2S3Se", "method": "ωB97M-V/def2-TZVPD", "species": ["Mo", "C", "C", "C", "C", "C", "C", "C", "Se", "C", "C", "C", "C", "C", "C", "O", "C", "C", "C", "C", "C", "C", "C", "C", "C", "O", "C", "C", "C", "C", "C", "C", "H", "H", "H", "H", "H", "H", "H", "H", "H", "H", "H", "H", "H", "H", "H", "H", "H", "H", "H", "H", "H", "H", "H", "H", "H", "H", "H", "H", "H", "H", "H", "H", "H", "H", "H", "H", "H", "H", "H", "H", "S", "C", "S", "S", "C", "C", "C", "C", "C", "C", "C", "C", "N", "H", "H", "H", "H", "H", "H", "H", "H", "H"], "positions_angstrom": [[-2.44, -0.96, -1.27], [4.03, -1.48, 3.13], [2.71, -1.52, 3.89], [2.65, -0.31, 4.84], [2.66, -2.81, 4.72], [1.50, -1.48, 2.95], [1.62, -1.42, 1.57], [0.49, -1.35, 0.77], [0.71, -1.22, -1.12], [0.74, 0.68, -1.28], [1.95, 1.34, -1.13], [2.02, 2.72, -1.19], [0.83, 3.39, -1.45], [-0.41, 2.79, -1.64], [-0.44, 1.39, -1.52], [-1.61, 0.70, -1.58], [-1.59, 3.74, -1.94], [-1.23, 4.58, -3.18], [-2.92, 3.06, -2.24], [-1.79, 4.67, -0.74], [3.31, 3.52, -0.99], [4.50, 2.60, -0.71], [3.61, 4.34, -2.25], [3.13, 4.47, 0.20], [-0.79, -1.36, 1.34], [-1.87, -1.20, 0.50], [-0.96, -1.44, 2.72], [0.22, -1.49, 3.47], [-2.27, -1.48, 3.52], [-3.55, -1.48, 2.69], [-2.32, -0.24, 4.44], [-2.29, -2.75, 4.38], [4.86, -1.50, 3.84], [4.14, -2.34, 2.46], [4.13, -0.57, 2.53], [3.52, -0.31, 5.50], [2.65, 0.62, 4.28], [1.76, -0.34, 5.47], [3.53, -2.87, 5.38], [1.77, -2.86, 5.35], [2.66, -3.69, 4.07], [2.59, -1.41, 1.09], [2.84, 0.75, -0.94], [0.87, 4.47, -1.52], [-1.08, 3.94, -4.05], [-2.06, 5.26, -3.40], [-0.33, 5.18, -3.04], [-2.86, 2.39, -3.09], [-3.31, 2.49, -1.40], [-3.65, 3.84, -2.49], [-0.90, 5.26, -0.51], [-2.61, 5.36, -0.94], [-2.05, 4.09, 0.15], [4.68, 1.91, -1.53], [5.40, 3.20, -0.57], [4.34, 2.01, 0.20], [3.72, 3.69, -3.13], [2.82, 5.06, -2.47], [4.54, 4.89, -2.13], [2.88, 3.92, 1.11], [4.06, 5.03, 0.37], [2.34, 5.20, 0.02], [0.11, -1.54, 4.55], [-3.66, -0.59, 2.07], [-3.61, -2.35, 2.04], [-4.40, -1.52, 3.37], [-2.29, 0.68, 3.85], [-3.25, -0.25, 5.02], [-1.49, -0.22, 5.14], [-2.25, -3.64, 3.75], [-1.45, -2.80, 5.08], [-3.21, -2.79, 4.96], [-6.95, -1.43, -2.30], [-5.44, -1.11, -1.81], [-4.32, -0.02, -2.57], [-4.59, -1.88, -0.51], [-1.59, -4.77, -1.34], [-1.02, -4.34, -2.67], [-0.20, -5.17, -3.42], [0.33, -4.73, -4.63], [0.05, -3.45, -5.10], [-0.76, -2.59, -4.37], [-1.04, -1.19, -4.84], [-1.28, -3.06, -3.17], [-2.05, -2.20, -2.38], [-1.40, -5.83, -1.17], [-2.66, -4.58, -1.28], [-1.12, -4.21, -0.52], [0.01, -6.16, -3.06], [0.96, -5.39, -5.21], [0.47, -3.11, -6.04], [-0.83, -1.09, -5.91], [-0.42, -0.46, -4.31], [-2.08, -0.90, -4.67]], "mulliken_charge": [0.730, -1.966, 1.811, -1.604, -1.665, -0.235, -0.370, 0.008, 0.380, 0.273, -0.457, -0.274, -0.255, -0.305, 0.160, -0.414, 2.193, -1.719, -1.976, -1.662, 1.878, -2.055, -1.665, -1.606, 0.161, -0.510, -0.309, -0.188, 2.202, -1.958, -1.700, -1.761, 0.436, 0.380, 0.267, 0.466, 0.335, 0.319, 0.465, 0.308, 0.353, 0.527, 0.483, 0.296, 0.380, 0.474, 0.292, 0.320, 0.310, 0.486, 0.306, 0.455, 0.341, 0.378, 0.437, 0.323, 0.347, 0.317, 0.475, 0.329, 0.468, 0.325, 0.269, 0.312, 0.309, 0.491, 0.351, 0.461, 0.311, 0.377, 0.290, 0.470, -0.218, 0.221, -0.126, -0.145, -1.085, 0.731, -0.939, -0.852, -0.963, 0.841, -1.114, 0.646, 0.018, 0.466, 0.247, 0.070, 0.397, 0.406, 0.414, 0.516, 0.094, 0.195], "e_above_lowest_kj_mol": 47.26, "homo_ev": -7.9, "orbital_gap_ev": 6.333, "largest_force_ha_per_bohr": 0.0282}

***

What DFT total energy values result from the calculations? In sequence: -2816.404381, -4724.856565, -2956.827974, -5308.797765 Eh.